Molecular formula: C52H71N13
Method: DFT, ωB97M-V/def2-TZVPD

maximum force: 2.34 eV/A
HOMO energy: -8.129 eV
ΔE to the lowest compared entry with this formula, charge and spin: 0.0 kcal/mol
gap between HOMO and LUMO: 8.463 eV
multiplicity: 1

Last column: Mulliken charge in e.
Cartesian coordinates (Å):
C: 4.313 -3.462 -0.938  -0.59
C: 3.513 -4.303 -1.932  -0.72
C: 3.839 -3.899 -3.378  -0.06
C: 5.157 -4.364 -3.825  0.01
N: 6.177 -4.727 -4.195  -0.43
H: 3.869 -2.495 -0.692  -0.04
H: 5.321 -3.214 -1.281  0.50
H: 4.404 -4.030 -0.010  0.20
H: 2.467 -4.233 -1.638  0.33
H: 3.841 -5.341 -1.847  0.50
H: 3.717 -2.832 -3.563  0.00
H: 3.141 -4.396 -4.063  0.42
C: -1.677 4.123 2.634  -0.57
C: -2.910 4.768 3.253  -0.79
C: -4.136 3.885 2.960  -0.48
C: -4.490 3.901 1.544  0.41
N: -4.710 3.915 0.422  -0.51
H: -1.460 3.191 3.164  0.20
H: -0.781 4.734 2.755  0.36
H: -1.797 3.862 1.581  0.06
H: -3.106 5.787 2.916  0.36
H: -2.729 4.852 4.326  0.38
H: -4.969 4.118 3.626  0.49
H: -3.872 2.869 3.269  0.14
C: 3.499 0.082 -2.235  0.19
C: 3.821 1.522 -1.834  0.15
C: 2.837 2.554 -2.336  0.71
C: 2.709 2.708 -3.797  -0.16
N: 2.588 2.855 -4.929  -0.66
H: 4.347 -0.527 -2.536  0.51
H: 2.744 0.068 -3.029  0.25
H: 2.969 -0.472 -1.455  -0.70
H: 4.863 1.745 -2.068  0.58
H: 3.830 1.606 -0.744  -0.63
H: 3.125 3.556 -2.004  0.73
H: 1.796 2.411 -2.028  -0.67
N: 1.256 2.686 1.116  1.16
C: 2.041 2.707 2.247  -0.91
C: 2.658 3.935 2.277  -0.96
C: 2.247 4.675 1.121  -0.49
C: 1.317 3.909 0.507  -1.14
H: 0.668 1.953 0.738  0.58
H: 2.055 1.841 2.888  0.45
H: 3.353 4.292 3.022  0.53
H: 2.602 5.660 0.871  0.51
H: 0.719 4.099 -0.371  0.59
N: 5.003 1.447 1.548  0.25
C: 6.370 1.571 1.551  -0.76
C: 6.882 0.298 1.447  -0.99
C: 5.817 -0.625 1.413  -0.14
C: 4.674 0.121 1.532  -0.65
H: 4.312 2.178 1.599  0.18
H: 6.799 2.557 1.522  0.42
H: 7.946 0.108 1.458  0.42
H: 5.934 -1.693 1.344  0.60
H: 3.638 -0.176 1.563  0.62
N: -4.909 0.088 -1.595  0.26
C: -4.073 1.168 -1.650  0.22
C: -3.910 1.516 -2.950  -0.75
C: -4.645 0.606 -3.745  -1.66
C: -5.238 -0.286 -2.879  -0.53
H: -5.305 -0.219 -0.724  0.64
H: -3.740 1.655 -0.750  0.44
H: -3.331 2.359 -3.293  0.66
H: -4.739 0.574 -4.818  0.38
H: -5.899 -1.122 -3.030  0.50
N: 3.115 -5.130 2.710  0.01
C: 2.484 -4.128 2.015  -1.30
C: 3.043 -2.949 2.408  0.92
C: 4.069 -3.246 3.336  -0.72
C: 4.101 -4.586 3.516  -0.84
H: 3.006 -6.112 2.540  0.25
H: 1.676 -4.342 1.335  0.60
H: 2.688 -1.977 2.104  0.11
H: 4.765 -2.544 3.771  0.51
H: 4.684 -5.250 4.130  0.45
N: -0.011 -2.995 3.883  0.15
C: -1.090 -2.180 4.092  -0.83
C: -2.232 -2.953 4.002  -0.23
C: -1.806 -4.274 3.706  -0.90
C: -0.447 -4.292 3.754  -0.35
H: 0.927 -2.640 3.954  0.29
H: -0.978 -1.120 4.243  0.45
H: -3.253 -2.611 4.066  0.51
H: -2.420 -5.149 3.574  0.47
H: 0.220 -5.127 3.624  0.52
N: 0.089 -0.012 -0.829  2.42
C: -0.887 0.798 -0.335  -2.06
C: -1.038 0.534 1.016  -0.20
C: -0.070 -0.435 1.356  -0.23
C: 0.661 -0.691 0.219  -0.74
H: 0.337 -0.088 -1.806  0.06
H: -1.511 1.414 -0.961  -0.49
H: -1.794 0.988 1.636  0.19
H: 0.135 -0.874 2.312  0.20
H: 1.464 -1.395 0.067  0.47
N: -6.864 -1.391 0.604  0.02
C: -7.245 -0.088 0.564  -0.81
C: -6.304 0.689 1.178  -0.68
C: -5.315 -0.202 1.657  0.18
C: -5.652 -1.483 1.250  -1.03
H: -7.391 -2.148 0.214  0.20
H: -8.228 0.190 0.218  0.41
H: -6.416 1.728 1.435  0.41
H: -4.420 0.058 2.200  0.58
H: -5.149 -2.427 1.357  0.57
N: -1.991 -3.034 0.640  1.31
C: -1.890 -4.286 0.108  -0.44
C: -2.610 -4.301 -1.066  -1.45
C: -3.146 -3.018 -1.252  -0.71
C: -2.727 -2.239 -0.193  -0.68
H: -1.581 -2.727 1.506  -0.18
H: -1.331 -5.058 0.610  0.46
H: -2.768 -5.114 -1.758  0.45
H: -3.669 -2.675 -2.131  0.53
H: -2.802 -1.178 -0.028  0.80
N: -2.101 5.205 -1.431  0.16
C: -0.927 5.832 -1.723  -0.50
C: -0.185 5.042 -2.578  -1.27
C: -1.042 3.964 -2.921  0.63
C: -2.222 4.091 -2.225  -1.30
H: -2.824 5.631 -0.880  0.29
H: -0.685 6.803 -1.321  0.43
H: 0.825 5.313 -2.833  0.48
H: -0.760 3.141 -3.561  0.55
H: -3.117 3.500 -2.136  0.51
N: -1.369 -0.651 -3.540  0.23
C: -0.648 0.523 -3.782  -0.53
C: 0.684 0.249 -3.680  -1.49
C: 0.835 -1.120 -3.351  -1.03
C: -0.442 -1.601 -3.225  -0.51
H: -2.373 -0.691 -3.467  0.19
H: -1.221 1.418 -3.960  0.90
H: 1.432 0.995 -3.902  0.98
H: 1.726 -1.695 -3.176  0.16
H: -0.767 -2.581 -2.904  0.59